ORCA calculation (ωB97M-V with the def2-TZVPD basis set) on a structure of composition C30H28FN5O6Pd.

XYZ file:
```
71
Properties=species:S:1:pos:R:3:forces:R:3:lowdin_charge:R:1
Pd 15.040807 13.569423 10.225390 -2.7 0.4 -0.3 1.24
O 12.985328 12.140726 5.922060 -0.2 -1.8 0.1 0.09
C 13.200729 10.925587 6.297713 0.6 1.4 0.1 -0.26
C 12.289290 9.851066 6.059268 -1.4 0.1 -0.3 0.06
C 12.478160 8.631436 6.666543 -1.5 -1.3 -0.3 -0.05
C 13.553357 8.356104 7.502354 0.9 0.9 0.1 0.01
C 14.493374 9.409973 7.746253 0.4 0.0 -0.7 0.03
C 14.385724 10.648312 7.104996 -0.4 -0.3 1.2 -0.03
C 15.177598 11.856522 7.547042 0.2 -0.9 0.4 -0.32
O 14.933345 13.022072 7.010569 0.2 -1.4 0.7 0.09
N 16.075185 11.579492 8.507689 -1.5 0.3 -2.1 0.08
N 16.471092 12.622336 9.209552 2.8 -0.5 0.3 -0.13
C 17.752559 12.574979 9.552098 0.1 -1.9 -1.4 -0.03
C 18.422351 13.487463 10.350629 1.8 -0.3 0.2 -0.13
C 19.852515 13.457258 10.445715 -0.1 -1.1 -0.1 0.00
C 20.526495 14.374577 11.197776 1.0 -0.7 0.0 -0.05
C 19.829098 15.294594 11.963066 -1.5 1.9 1.4 -0.04
C 18.457562 15.437736 11.869556 2.2 -0.3 0.4 0.03
C 17.767327 14.488195 11.086986 -3.3 2.5 0.3 -0.30
O 16.483110 14.710814 11.052508 2.2 -0.3 0.5 -0.11
H 13.996756 12.821714 6.434963 0.5 0.1 0.1 0.07
H 11.353297 10.083144 5.495099 1.0 -0.3 0.4 0.15
H 11.715234 7.811279 6.561660 0.8 1.1 -0.2 0.14
H 13.676241 7.362123 7.960158 -0.1 0.7 -0.2 0.13
H 15.343930 9.176684 8.394518 -0.3 0.4 -0.2 0.12
H 18.326050 11.709947 9.088410 -0.6 1.2 0.6 0.17
H 20.394779 12.593689 10.039358 -0.3 0.6 -0.3 0.13
H 21.616099 14.402037 11.323008 -0.5 -0.5 -0.4 0.13
H 20.379766 15.897750 12.701782 -0.2 -0.1 -0.7 0.13
H 17.894248 16.214560 12.374397 0.1 -0.3 0.0 0.13
C 7.804580 16.137113 9.622453 -0.5 -1.2 -0.3 -0.06
C 8.854149 16.343751 8.475730 -3.1 -1.0 -0.3 -0.21
N 10.185375 16.093538 8.884753 1.5 -0.6 1.7 -0.04
C 10.487442 14.752619 9.122498 0.0 1.8 -0.8 0.08
C 11.713236 14.332586 9.528050 0.2 2.4 0.8 -0.05
C 12.082555 12.945447 9.414400 1.0 -3.4 -0.2 -0.55
O 11.200684 12.095246 9.289785 0.7 0.8 0.0 0.07
O 13.380878 12.640524 9.360480 -1.7 0.4 0.3 -0.17
C 12.559138 15.327472 10.128284 1.6 -0.4 1.4 -0.25
O 13.622127 15.071473 10.800417 -0.9 0.0 -0.8 -0.11
C 12.204752 16.721459 10.103407 -1.3 1.7 -1.5 -0.04
C 13.130402 17.730010 10.494873 -0.9 0.3 -0.4 0.10
C 12.815137 19.076472 10.352819 -0.4 0.2 0.4 -0.15
F 13.668980 20.004907 10.918146 -0.8 -0.8 -0.8 0.04
C 11.609001 19.527440 9.710418 0.0 -1.0 0.5 -0.10
C 10.829357 18.508739 9.108177 0.4 -0.7 1.5 0.06
C 10.996367 17.132520 9.408059 2.1 -0.6 -0.3 -0.07
N 11.120106 20.864493 9.756917 -0.1 -1.3 0.7 -0.09
C 11.575876 21.778638 10.801262 -0.3 0.1 1.0 -0.14
C 10.755747 23.069440 10.833093 -0.2 0.6 0.0 -0.08
N 9.354712 22.729752 10.345790 0.1 0.9 1.1 0.05
C 9.311951 22.313845 8.890916 -0.7 0.5 0.6 -0.07
C 10.483896 21.407033 8.582072 0.2 -1.4 -1.4 -0.14
H 6.771305 16.114068 9.196188 0.8 0.2 0.2 0.09
H 7.809175 16.853049 10.435225 0.3 0.5 -0.1 0.06
H 7.926168 15.142332 10.134009 0.1 0.8 -0.7 0.09
H 8.717131 17.332244 8.047391 0.2 -0.1 -0.1 0.10
H 8.572724 15.583210 7.680941 0.5 1.1 0.7 0.15
H 9.694914 14.043484 8.898364 0.3 0.1 -0.2 0.16
H 14.105873 17.441505 10.865501 -0.2 0.0 0.2 0.14
H 9.978166 18.750349 8.537509 -0.8 0.5 -0.4 0.07
H 12.589956 22.105825 10.663516 0.7 -0.1 0.1 0.12
H 11.474860 21.339807 11.837203 0.3 -0.1 -1.3 0.16
H 11.195745 23.847327 10.189084 -0.5 -0.3 0.0 0.14
H 10.700038 23.515923 11.862757 -0.1 -0.6 -1.0 0.16
H 8.694633 23.504550 10.584040 0.6 -0.6 -0.6 0.20
H 9.044795 21.945694 10.934518 0.1 0.0 -0.3 0.18
H 9.276606 23.224645 8.275440 0.1 -0.4 0.2 0.15
H 8.363904 21.788953 8.826881 -0.1 0.0 -0.4 0.13
H 11.258783 21.896248 8.017545 0.1 0.7 -0.6 0.13
H 10.103934 20.567555 7.881832 0.7 1.4 1.3 0.15
```
Forces are in eV/Å.

## Properties
Multiplicity: 5
Strongest force on any atom in eV Å⁻¹: 4.1
Lowest unoccupied orbital energy (spin up / spin down) in Ha: -0.184 / -0.267
⟨S²⟩: 6.133
Molar mass in u: 680.001
Kohn-Sham gap (spin up / spin down) in eV: 7.11 / 5.49
Total charge: +2